No. 1
{"formula": "C8H8Cl4F12MgO12S4", "method": "wB97M-V/def2-TZVPD", "total_charge": -2, "relative_energy_ev": 1.108, "total_energy_ha": -6044.87172, "elements": ["Mg", "C", "F", "F", "F", "S", "O", "O", "O", "C", "F", "F", "F", "S", "O", "O", "O", "C", "F", "F", "F", "S", "O", "O", "O", "C", "F", "F", "F", "S", "O", "O", "O", "Cl", "C", "C", "Cl", "H", "H", "H", "H", "Cl", "C", "C", "Cl", "H", "H", "H", "H"], "xyz": [[-0.31193, -0.27049, -0.23172], [-3.78846, 2.61598, -0.64831], [-5.00641, 2.75929, -1.14978], [-3.04829, 3.70495, -0.86485], [-3.87703, 2.47406, 0.67396], [-3.00069, 1.08754, -1.50561], [-1.79251, 0.78241, -0.69880], [-3.99854, 0.05396, -1.42857], [-2.72499, 1.54027, -2.86090], [-2.67105, -0.59997, 3.38697], [-3.50262, -1.13950, 4.28455], [-3.23507, 0.49676, 2.89791], [-1.55946, -0.25698, 4.06554], [-2.29394, -1.82295, 2.01087], [-3.55965, -1.94688, 1.31217], [-1.24824, -1.10835, 1.25192], [-1.77582, -3.02447, 2.63476], [-0.44790, -3.03390, -3.69678], [-0.60448, -4.25046, -4.19275], [0.85803, -2.72683, -3.68425], [-1.02617, -2.10271, -4.47828], [-1.21736, -2.89793, -1.94551], [-0.52394, -3.93960, -1.21964], [-0.76490, -1.53508, -1.59328], [-2.64811, -3.03731, -2.03235], [3.62972, -2.47070, 0.08391], [3.39034, -3.55727, -0.61992], [4.59059, -2.78184, 0.96471], [4.08698, -1.49838, -0.70345], [2.11845, -1.90915, 1.04734], [2.63885, -1.01728, 2.08363], [1.35951, -1.13348, 0.05014], [1.46550, -3.11107, 1.47825], [3.25961, 2.68166, -0.31749], [3.59996, 1.84820, -1.85579], [2.42541, 1.87819, -2.81386], [0.99130, 1.04851, -2.11571], [4.01118, 0.87656, -1.60867], [4.35422, 2.48122, -2.32898], [2.68950, 1.35264, -3.73153], [2.03921, 2.84715, -3.11543], [0.87631, 4.61530, 2.41682], [0.70598, 3.13386, 3.41688], [1.13996, 1.89828, 2.66221], [0.10699, 1.55006, 1.27268], [-0.37657, 3.09193, 3.52994], [1.21980, 3.27466, 4.36065], [1.30941, 1.04442, 3.31876], [2.13732, 2.03478, 2.23766]], "atomic_forces_ev_per_a": [[-0.5, -1.7, 0.2], [1.3, -1.7, -0.2], [-0.3, 0.5, -0.1], [-0.2, 0.4, -0.3], [-0.2, -0.1, 0.1], [-0.4, -0.9, -1.0], [-1.2, 1.9, -0.5], [0.1, 0.8, 0.5], [0.2, 0.4, 1.1], [0.5, -1.0, -0.5], [-0.3, 0.0, 0.1], [0.0, 0.4, 0.1], [0.1, 0.3, -0.1], [-0.1, -1.1, -1.0], [0.8, 0.4, 0.8], [-0.7, -0.2, 1.1], [-0.5, 1.0, 0.2], [-0.8, 1.4, 1.8], [0.0, -0.2, -0.5], [0.1, -0.4, 0.0], [-0.1, -0.5, -0.5], [0.5, -0.5, 0.7], [-0.1, 0.3, -0.5], [-0.3, -0.9, -1.2], [0.7, 0.1, -0.7], [-0.9, 0.2, 1.3], [-0.1, -0.2, -0.6], [0.4, 0.1, 0.1], [0.3, 0.2, -0.4], [-0.8, 0.7, 1.1], [0.2, -0.7, -0.7], [1.4, -0.5, -0.1], [0.7, 0.2, -0.2], [-0.1, 0.0, 0.1], [0.1, 1.3, -0.4], [-0.4, -0.9, 0.4], [0.1, 0.3, -1.0], [-0.3, -0.2, -0.2], [0.3, -0.3, 0.0], [0.0, -0.2, 0.1], [0.4, 0.3, 0.4], [0.4, 0.2, 0.0], [-1.2, -0.2, -0.9], [1.9, 0.0, 0.1], [-0.4, 1.3, 0.9], [0.1, -0.2, 0.6], [0.1, -0.1, 0.0], [-0.8, -0.2, -0.1], [-0.1, 0.2, 0.0]], "lowdin_charge": [0.21, -0.66, 0.13, 0.12, 0.13, 0.55, -0.43, -0.27, -0.32, -0.66, 0.11, 0.13, 0.10, 0.54, -0.28, -0.38, -0.29, -0.64, 0.13, 0.11, 0.10, 0.54, -0.29, -0.38, -0.27, -0.67, 0.15, 0.11, 0.12, 0.54, -0.32, -0.40, -0.25, 0.57, -0.63, -0.57, 0.72, 0.06, 0.06, 0.08, 0.07, 0.51, -0.62, -0.60, 0.78, 0.06, 0.07, 0.09, 0.04]}

No. 2
{"formula": "C8H8ClN", "method": "wB97M-V/def2-TZVPD", "relative_energy_ev": 0.000, "smiles": "C[C@]1(C#N)CC=CC=C1Cl", "total_energy_ha": -824.51254, "elements": ["C", "C", "C", "N", "C", "C", "C", "C", "C", "Cl", "H", "H", "H", "H", "H", "H", "H", "H"], "xyz": [[-0.68211, 1.54302, -1.33970], [-0.31590, 0.65438, -0.09068], [-0.52020, 1.37516, 1.12527], [-0.69984, 1.93445, 2.10413], [1.24933, 0.26540, -0.21798], [1.59213, -0.94452, 0.57450], [0.62367, -1.80166, 0.98534], [-0.69851, -1.76559, 0.50655], [-1.14483, -0.63615, -0.03889], [-2.75793, -0.57647, -0.61366], [-1.32456, 0.93343, -1.89502], [0.17480, 1.96968, -1.82831], [-1.22540, 2.35555, -0.98688], [2.02207, 1.12049, -0.14643], [1.41074, -0.17736, -1.19917], [2.76031, -1.01899, 0.81033], [0.88506, -2.61978, 1.74254], [-1.34886, -2.61103, 0.50807]], "atomic_forces_ev_per_a": [[1.0, -0.8, 1.8], [2.1, -0.4, -1.9], [-0.1, 0.2, 0.5], [-0.1, 0.5, 0.7], [-0.3, -0.1, -0.5], [1.8, 0.0, 2.0], [3.6, -1.4, 1.9], [-1.0, 1.4, -0.9], [0.3, 0.1, 0.1], [-0.6, 0.2, -0.2], [-0.6, -0.5, -1.6], [0.4, -0.4, -0.4], [-1.3, 1.5, 0.5], [-1.7, -1.2, 0.2], [-0.3, 0.6, -0.9], [-2.9, -0.3, -0.1], [-0.2, 1.0, -1.5], [-0.2, -0.5, 0.3]], "lowdin_charge": [-0.02, -0.44, -0.21, 0.19, -0.13, -0.11, -0.12, -0.13, -0.61, 0.74, 0.02, 0.09, 0.06, 0.16, 0.12, 0.15, 0.13, 0.10]}